[1]
This record from OMol25 describes one molecule with the formula C6H7OP. The level of theory is wB97M-V/def2-TZVPD.

gap between HOMO and LUMO = 8.3301 eV
ΔE to the lowest compared entry with this formula, charge and spin = 1.9834 eV
SMILES = OCc1ccccp1
charge = 0
strongest force on any atom = 4.4 eV/Å
spin multiplicity = 1

Positions of all 15 atoms, in Å:
P: -1.22253 0.44192 -1.36049
O: -2.34520 -1.82223 0.33842
C: -0.43036 -0.38885 0.39604
C: 1.68569 0.82578 0.05430
C: 0.08912 1.52300 -1.79525
C: 1.23444 1.59828 -0.98942
C: 0.86029 -0.15524 0.69426
C: -1.18122 -1.51920 1.05998
H: 1.95476 2.34029 -1.19762
H: -3.08637 -1.51809 0.85630
H: 1.28739 -0.82768 1.44346
H: 2.76865 1.01685 0.15765
H: 0.02436 2.22412 -2.67332
H: -0.48643 -2.44708 0.88155
H: -1.15258 -1.29187 2.13411

Atomic partial charges in e from the natural (NBO) method, atoms 1 to 4: atom 1 (P): 0.582, atom 2 (O): -0.696, atom 3 (C): -0.174, atom 4 (C): -0.181

[2]
This record from OMol25 describes one molecule with the formula C6H7PS2. The level of theory is wB97M-V/def2-TZVPD.

gap between HOMO and LUMO (spin up / spin down) = 7.1662 / 7.1666 eV
ΔE to the lowest compared entry with this formula, charge and spin = 1.9445 eV
SMILES = S=C=[P@@H](S)C1C=CC=C1
charge = 0
strongest force on any atom = 4.1 eV/Å
spin multiplicity = 1

Positions of all 16 atoms, in Å:
S: 1.77233 -1.91300 -1.45996
S: 1.84599 0.59597 2.48615
P: 0.85362 -0.77163 1.23027
C: -0.61774 0.80400 -1.60036
C: -1.54017 -0.33523 -1.39201
C: -1.55032 -0.62003 -0.09517
C: -0.63902 0.21585 0.61789
C: -0.04984 1.14798 -0.43194
C: 1.90287 -0.77610 -0.37325
H: -0.88016 0.77298 1.45864
H: -2.20206 -1.36346 0.19742
H: -2.12313 -0.93072 -2.07853
H: 0.60063 1.96076 -0.46444
H: 0.15178 -1.21180 2.52245
H: 2.91392 1.14889 1.83805
H: -0.43872 1.27554 -2.45522

Atomic partial charges in e from the natural (NBO) method, atoms 1 to 4: atom 1 (S): 0.149, atom 2 (S): -0.309, atom 3 (P): 0.798, atom 4 (C): -0.226

[3]
This record from OMol25 describes one molecule with the formula C6H8. The level of theory is wB97M-V/def2-TZVPD.

gap between HOMO and LUMO = 9.0897 eV
ΔE to the lowest compared entry with this formula, charge and spin = 1.2078 eV
SMILES = C=C/C=C/C=C
charge = 0
strongest force on any atom = 1.8 eV/Å
spin multiplicity = 1

Positions of all 14 atoms, in Å:
C: 0.24622 0.08978 0.53902
C: -1.23854 0.57552 -1.29651
C: 0.03065 0.08385 -0.78476
C: 1.35956 -0.55423 1.23980
C: -1.92491 0.09142 -2.33031
C: 1.82171 -0.14904 2.40429
H: 1.45445 0.64611 3.03481
H: 1.70423 -1.46878 0.77146
H: -1.62037 -0.66872 -3.04367
H: -1.79820 1.32700 -0.75125
H: -0.41680 0.71738 1.12751
H: 2.57996 -0.64814 3.00198
H: 0.71691 -0.51219 -1.37188
H: -2.91488 0.47004 -2.54049

Atomic partial charges in e from the natural (NBO) method, atoms 1 to 4: atom 1 (C): -0.186, atom 2 (C): -0.218, atom 3 (C): -0.214, atom 4 (C): -0.226

[4]
This record from OMol25 describes one molecule with the formula C6H8. The level of theory is wB97M-V/def2-TZVPD.

gap between HOMO and LUMO = 8.2896 eV
ΔE to the lowest compared entry with this formula, charge and spin = 4.5275 eV
charge = 0
strongest force on any atom = 0.6 eV/Å
spin multiplicity = 1

Positions of all 14 atoms, in Å:
C: -1.12294 -0.44138 0.58217
C: 1.14557 0.64784 0.02712
C: 0.06266 0.37989 -1.02546
C: -0.55296 -0.99841 -0.75428
C: -0.39332 0.86597 0.29692
C: 1.63933 -0.43541 0.80693
H: 0.09223 0.91673 -1.96984
H: 1.63834 1.61874 -0.06797
H: -1.31878 -1.30961 -1.46533
H: -0.68979 1.86476 0.60919
H: 0.20211 -1.77563 -0.62512
H: -2.20637 -0.29487 0.53254
H: 2.36486 -0.07794 1.54717
H: -0.86093 -0.96070 1.50596

Atomic partial charges in e from the natural (NBO) method, atoms 1 to 4: atom 1 (C): -0.402, atom 2 (C): -0.417, atom 3 (C): -0.211, atom 4 (C): -0.408

[5]
This record from OMol25 describes one molecule with the formula C6H8. The level of theory is wB97M-V/def2-TZVPD.

gap between HOMO and LUMO = 10.8860 eV
ΔE to the lowest compared entry with this formula, charge and spin = 2.4859 eV
SMILES = C#CCC1CC1
charge = 0
strongest force on any atom = 1.2 eV/Å
spin multiplicity = 1

Positions of all 14 atoms, in Å:
C: -1.71309 1.82849 1.14571
C: -0.67698 1.23605 1.24922
C: 1.00695 -1.28553 -1.00945
C: -0.16863 -0.37714 -1.41741
C: 0.49891 0.40341 1.16727
C: 0.10409 -0.70081 0.04729
H: 1.96757 -0.80286 -1.15876
H: 1.32280 1.12058 0.94046
H: 0.09797 0.60331 -1.83901
H: -2.52735 2.48266 1.28606
H: -0.65491 -1.44697 0.35551
H: -1.08798 -0.75283 -1.88820
H: 0.69078 0.07021 2.21632
H: 1.13986 -2.37857 -1.09498

Atomic partial charges in e from the natural (NBO) method, atoms 1 to 4: atom 1 (C): -0.278, atom 2 (C): 0.023, atom 3 (C): -0.428, atom 4 (C): -0.413

[6]
This record from OMol25 describes one molecule with the formula C6H8. The level of theory is wB97M-V/def2-TZVPD.

gap between HOMO and LUMO = 9.5159 eV
ΔE to the lowest compared entry with this formula, charge and spin = 1.9817 eV
SMILES = C=C1CC=CC1
charge = 0
strongest force on any atom = 6.4 eV/Å
spin multiplicity = 1

Positions of all 14 atoms, in Å:
C: -0.75455 0.19539 0.95985
C: -0.43346 0.18039 -0.53488
C: 1.39322 -0.69879 0.73320
C: 0.43404 -0.47152 1.63280
C: -1.25879 0.43270 -1.72105
C: 1.06898 0.04237 -0.62851
H: 0.28568 -0.63988 2.66724
H: 1.69472 0.83920 -0.91506
H: -2.24806 0.86350 -1.37810
H: 1.29175 -0.71523 -1.40441
H: -1.81370 -0.31427 1.14999
H: -1.08060 0.12205 -2.74178
H: 2.28827 -1.17474 1.06059
H: -0.86749 1.33883 1.12009

Atomic partial charges in e from the natural (NBO) method, atoms 1 to 4: atom 1 (C): -0.503, atom 2 (C): 0.084, atom 3 (C): -0.175, atom 4 (C): -0.200

[7]
This record from OMol25 describes one molecule with the formula C6H8. The level of theory is wB97M-V/def2-TZVPD.

gap between HOMO and LUMO (spin up / spin down) = 7.5875 / 7.3180 eV
ΔE to the lowest compared entry with this formula, charge and spin = 5.0457 eV
charge = 0
strongest force on any atom = 1.0 eV/Å
spin multiplicity = 1

Positions of all 14 atoms, in Å:
C: 0.36602 -0.09028 0.12484
C: 2.99603 -0.06731 0.35041
C: -0.42382 1.16016 -0.09843
C: -0.87744 -0.96245 0.14564
C: 1.67456 -0.40521 0.32826
C: -1.61430 0.24857 -0.49184
H: -0.60530 1.68550 0.85131
H: -0.01798 1.87504 -0.81608
H: -1.26175 -1.21248 1.14047
H: -2.58704 0.49745 -0.06364
H: 3.46678 0.05275 -0.64164
H: -0.81242 -1.88313 -0.44809
H: 1.39615 -1.04792 1.19546
H: -1.69949 0.14931 -1.57667

Atomic partial charges in e from the natural (NBO) method, atoms 1 to 4: atom 1 (C): 0.132, atom 2 (C): -0.156, atom 3 (C): -0.453, atom 4 (C): -0.448

[8]
This record from OMol25 describes one molecule with the formula C6H8. The level of theory is wB97M-V/def2-TZVPD.

gap between HOMO and LUMO = 8.1033 eV
ΔE to the lowest compared entry with this formula, charge and spin = 5.4008 eV
charge = 0
strongest force on any atom = 6.1 eV/Å
spin multiplicity = 1

Positions of all 14 atoms, in Å:
C: 1.56987 -1.95540 -0.31081
C: -1.34912 1.45878 1.31834
C: 0.68105 0.56394 -0.09953
C: -0.41785 0.40136 0.69456
C: 0.56448 -1.78301 -1.41547
C: 1.30926 -0.58107 -0.82011
H: 2.16338 -0.10991 -1.31453
H: 0.71312 -2.17539 -2.32488
H: 1.02069 1.51428 -0.02977
H: -0.45819 -2.02638 -1.02292
H: -1.02180 -0.52326 0.85327
H: -2.14823 1.70155 0.67180
H: -0.72195 2.37442 1.47918
H: -1.90471 1.14009 2.32087

Atomic partial charges in e from the natural (NBO) method, atoms 1 to 4: atom 1 (C): 0.248, atom 2 (C): -0.642, atom 3 (C): -0.194, atom 4 (C): -0.159

[9]
This record from OMol25 describes one molecule with the formula C6H8. The level of theory is wB97M-V/def2-TZVPD.

gap between HOMO and LUMO = 10.3299 eV
ΔE to the lowest compared entry with this formula, charge and spin = 2.8810 eV
SMILES = C#CC1(C)CC1
charge = 0
strongest force on any atom = 4.7 eV/Å
spin multiplicity = 1

Positions of all 14 atoms, in Å:
C: 0.60748 -1.57898 0.05418
C: 0.09289 -0.17068 0.14213
C: -2.51718 0.11820 -0.03171
C: 0.61866 0.91557 -0.69171
C: -1.38778 -0.13349 0.29641
C: 0.74365 1.08771 0.77821
H: -0.06387 1.59367 -1.03470
H: 1.59289 0.94706 1.38042
H: -3.49424 0.32969 -0.23202
H: 1.72170 -1.70162 -0.04823
H: 1.37331 0.71588 -1.43412
H: 0.33252 -1.72465 -1.00718
H: 0.02544 1.88870 1.07163
H: 0.35453 -2.28705 0.75668

Atomic partial charges in e from the natural (NBO) method, atoms 1 to 4: atom 1 (C): -0.599, atom 2 (C): -0.128, atom 3 (C): -0.260, atom 4 (C): -0.397

[10]
This record from OMol25 describes one molecule with the formula C6H8. The level of theory is wB97M-V/def2-TZVPD.

gap between HOMO and LUMO (spin up / spin down) = 8.0498 / 7.8668 eV
ΔE to the lowest compared entry with this formula, charge and spin = 3.6815 eV
charge = 0
strongest force on any atom = 1.2 eV/Å
spin multiplicity = 1

Positions of all 14 atoms, in Å:
C: 0.22073 -0.31627 -1.32162
C: 0.47156 -0.88841 1.01499
C: 0.97029 0.04130 -0.07120
C: -1.11855 0.97422 0.16142
C: 0.21701 1.17825 0.53685
C: -1.12184 -0.18837 -0.60406
H: 0.32071 0.41820 -2.13841
H: -1.82718 -0.99640 -0.52627
H: 0.64218 1.95264 1.16101
H: 2.05900 0.12017 -0.07527
H: -1.99192 1.45872 0.58801
H: -0.44618 -0.80445 1.56128
H: 1.16535 -1.63137 1.40844
H: 0.43883 -1.31821 -1.69516

Atomic partial charges in e from the natural (NBO) method, atoms 1 to 4: atom 1 (C): -0.429, atom 2 (C): -0.372, atom 3 (C): -0.317, atom 4 (C): -0.308

Question: charge of number 2 (C6H7PS2)?
Answer: 0

Repeat the ninth record exactly.
This record from OMol25 describes one molecule with the formula C6H8. The level of theory is wB97M-V/def2-TZVPD.

gap between HOMO and LUMO = 10.3299 eV
ΔE to the lowest compared entry with this formula, charge and spin = 2.8810 eV
SMILES = C#CC1(C)CC1
charge = 0
strongest force on any atom = 4.7 eV/Å
spin multiplicity = 1

Positions of all 14 atoms, in Å:
C: 0.60748 -1.57898 0.05418
C: 0.09289 -0.17068 0.14213
C: -2.51718 0.11820 -0.03171
C: 0.61866 0.91557 -0.69171
C: -1.38778 -0.13349 0.29641
C: 0.74365 1.08771 0.77821
H: -0.06387 1.59367 -1.03470
H: 1.59289 0.94706 1.38042
H: -3.49424 0.32969 -0.23202
H: 1.72170 -1.70162 -0.04823
H: 1.37331 0.71588 -1.43412
H: 0.33252 -1.72465 -1.00718
H: 0.02544 1.88870 1.07163
H: 0.35453 -2.28705 0.75668

Atomic partial charges in e from the natural (NBO) method, atoms 1 to 4: atom 1 (C): -0.599, atom 2 (C): -0.128, atom 3 (C): -0.260, atom 4 (C): -0.397

Question: Which value of ΔE to the lowest compared entry with this formula, charge and spin does entry 3 give?
Answer: 1.2078 eV